Computed, not measured: a molecular structure, C27H35HfN3 in a non-equilibrium geometry, with the ωB97M-V functional and the def2-TZVPD basis.

The total energy is -34333.2246 eV. For the LUMO energy (spin up / spin down), the calculation gives -2.53 / -2.53 eV. For the HOMO-LUMO gap (spin up / spin down), the calculation gives 3.4 / 3.4 eV. The spin multiplicity is 1. The highest occupied orbital energy (spin up / spin down) is -5.9101 / -5.9104 eV.

Last column: natural (NBO) charge in e.
Element x y z (Å)
Hf1 11.011 9.702 8.268  2.153
C1 15.131 17.587 4.956  -0.883
C2 14.628 13.258 7.112  -0.269
C3 14.854 11.904 6.847  -0.122
C4 16.357 11.571 6.680  -0.138
C5 16.923 10.611 7.336  -0.247
C6 16.045 9.493 7.600  -0.105
C7 14.708 9.433 7.388  -0.045
C8 13.976 8.184 7.973  -0.402
C9 13.037 8.662 9.015  -0.986
C10 13.981 10.681 7.062  0.341
N1 12.683 10.685 6.833  -0.570
C11 12.102 11.935 6.337  0.204
C12 11.055 12.600 7.075  0.000
C13 10.240 13.685 6.922  -0.179
C14 9.300 13.680 7.993  -0.271
C15 9.598 12.546 8.794  0.098
N2 10.656 11.846 8.224  -0.627
H1 14.884 18.259 5.996  0.206
H2 15.899 18.260 4.671  0.223
H3 15.399 16.411 5.503  0.219
H4 13.586 13.597 7.256  0.216
H5 15.411 14.033 7.156  0.228
H6 16.868 12.212 5.985  0.215
H7 17.930 10.760 7.716  0.240
H8 16.493 8.598 8.025  0.223
H9 14.782 7.546 8.356  0.192
H10 13.497 7.752 7.084  0.208
H11 11.656 8.151 4.297  0.188
H12 12.671 8.000 9.847  0.242
H13 13.313 9.642 9.423  0.185
H14 12.454 12.409 5.393  0.228
H15 10.523 14.490 6.238  0.234
H16 8.533 14.451 8.126  0.244
H17 9.112 12.348 9.781  0.251
H18 10.681 9.867 9.964  -0.517
C16 10.992 5.912 5.182  -0.627
C17 9.885 6.989 4.832  -0.219
C18 10.655 8.359 4.404  -0.639
C19 8.793 7.051 5.860  -0.080
C20 7.839 6.007 5.834  -0.211
C21 6.591 6.372 6.500  -0.265
C22 6.417 7.626 7.188  -0.246
C23 7.424 8.564 7.341  -0.028
C24 7.303 10.074 7.747  -0.239
C25 7.479 10.663 6.302  -0.603
C26 6.176 10.541 8.621  -0.618
C27 8.702 8.182 6.754  0.173
N3 9.726 9.015 7.024  -1.167
H19 11.658 5.859 4.321  0.200
H20 10.746 4.981 5.750  0.219
H21 11.581 6.212 6.002  0.201
H22 9.495 6.819 3.791  0.206
H23 10.327 8.783 3.458  0.190
H24 14.101 17.739 4.381  0.235
H25 10.411 8.992 5.274  0.256
H26 8.015 5.052 5.318  0.217
H27 5.578 5.967 6.361  0.205
H28 5.407 7.788 7.636  0.196
H29 8.219 10.164 8.321  0.210
H30 7.720 11.774 6.399  0.177
H31 6.599 10.433 5.712  0.213
H32 8.398 10.304 5.854  0.241
H33 6.496 11.166 9.472  0.200
H34 5.704 9.684 9.134  0.220
H35 5.373 11.113 8.108  0.208